5
Properties=species:S:1:pos:R:3 method="wB97M-V/def2-TZVPD" multiplicity=1 homo_energy_ev=-10.01 smiles="O=COI" energy_ev=-13247.527 lumo_energy_ev=-0.99
O 0.745 -0.598 0.107
O -1.487 -0.969 -0.077
I 2.136 0.782 -0.008
C -0.642 -0.153 -0.016
H -0.751 0.939 -0.007

=====

85
Properties=species:S:1:pos:R:3 method="wB97M-V/def2-TZVPD" multiplicity=6 homo_energy_ev="-3.54 / -7.16" energy_ev=-56512.770 lumo_energy_ev="0.50 / -1.25"
C 4.592 -0.956 4.821
H 2.618 0.640 1.525
H 0.910 0.952 -3.556
H -0.597 3.332 -3.299
H -2.023 2.744 -2.464
H 1.962 1.789 3.985
C 2.301 -0.332 4.367
H 0.239 2.735 -5.148
P 0.621 -0.851 4.051
H 0.509 0.367 -9.621
C 0.458 -3.015 5.708
H 1.896 -1.688 -6.679
H -2.184 0.158 2.657
C 1.870 1.113 0.914
C -0.294 1.778 -5.217
H -0.810 -0.823 -9.668
H -3.709 1.221 -4.636
H -0.458 -5.504 2.848
H -2.640 1.574 -1.437
H 5.332 -1.727 5.014
C 0.024 -0.447 -9.077
C 2.685 1.019 4.271
C -0.414 1.384 5.362
H 0.682 -2.290 6.497
C 4.007 1.377 4.540
H 0.404 -4.709 7.023
C 0.905 -1.796 -7.177
C -2.679 1.466 6.221
C -1.444 2.077 5.995
C -2.782 1.307 -5.245
H 2.247 0.338 -1.163
H -2.465 2.397 1.137
H -1.523 0.278 -7.660
H 0.524 -2.823 -6.967
H -2.038 -1.033 -1.563
C 0.287 -4.368 5.993
C -0.186 -4.811 3.646
H -0.717 1.519 -6.196
H -0.073 -3.099 2.304
H 0.788 2.483 -1.924
C 0.349 -2.578 4.373
C -0.425 0.092 -7.720
H 0.563 1.845 5.218
H -2.152 3.702 -4.013
H -2.029 -1.601 4.868
H 4.277 2.432 4.525
N 0.375 -0.692 2.447
C 4.958 0.395 4.826
H 0.135 1.062 -7.645
H 2.973 -2.381 4.535
H 5.983 0.684 5.048
O -0.020 -0.813 -6.635
H 0.818 2.428 2.418
C -2.892 0.146 5.819
C -2.021 -0.415 -0.666
C 0.221 0.626 -4.346
C -0.642 0.066 4.933
C -2.318 0.966 -0.596
H -1.254 3.091 6.333
C 0.367 2.753 0.230
H -0.140 -6.326 5.185
C -1.573 1.648 -4.367
H -2.588 0.384 -5.833
C -2.280 1.389 0.756
C -0.025 -5.264 4.962
H -3.469 2.011 6.733
H -0.305 3.608 0.249
H 2.023 -1.224 -9.006
C 3.274 -1.329 4.580
C -1.834 -0.913 0.677
H -1.748 -1.946 1.005
C 0.905 2.106 1.390
C 0.883 2.124 -0.909
C 0.015 -3.464 3.333
C -2.015 0.233 1.584
O -1.095 0.389 -3.746
C 1.720 1.037 -0.519
H 0.804 -2.467 -9.278
C 1.025 -1.563 -8.713
C -1.884 -0.558 5.169
H 0.576 -0.275 -4.853
H -2.933 2.073 -6.028
Ru 0.009 0.186 0.948
H -3.835 -0.354 6.021
C -1.606 2.905 -3.472

=====

82
Properties=species:S:1:pos:R:3 method="wB97M-V/def2-TZVPD" multiplicity=4 homo_energy_ev="-6.21 / -6.86" energy_ev=-95475.426 lumo_energy_ev="-0.53 / -0.51"
C 0.028 -1.160 0.163
H 2.150 4.668 2.069
H -3.514 -4.731 -0.769
H -5.414 1.382 0.385
C -1.564 1.706 -4.559
P -1.179 -0.910 1.515
C 6.088 -2.866 1.558
C 3.836 -1.212 1.581
C 0.660 1.320 -3.256
H 2.708 -3.012 1.993
C 1.601 -0.321 3.181
H -0.410 -1.480 -0.817
C -0.084 2.102 -4.302
H -2.116 2.635 -4.774
C 3.247 1.684 -0.186
H 1.006 -1.241 3.273
H 1.740 2.342 2.809
C -4.334 1.394 0.242
H -4.180 -4.259 3.490
H 0.635 -1.857 -4.592
H 1.986 -1.072 -0.668
C 0.068 -0.922 -4.433
H 1.574 -0.673 -2.905
C -2.265 1.002 -3.444
C 3.701 -2.591 1.811
H 0.946 0.542 3.373
C 2.275 2.528 1.876
F -1.269 0.445 4.867
C 2.481 3.834 1.436
O -0.623 1.948 2.714
C -1.609 2.382 3.355
C 0.681 -0.167 -3.281
C -2.183 0.300 0.521
C -1.563 1.371 -0.223
H 7.207 -1.069 1.111
H -2.974 -0.968 -2.730
C -2.463 -3.103 0.177
C -1.403 -1.318 -4.214
H -0.063 3.177 -4.059
C -3.703 -3.938 2.560
H -1.987 -2.790 -0.751
H 5.216 0.417 1.203
V -0.804 0.573 -2.262
P 2.313 -0.243 1.564
H 0.170 -0.396 -5.397
H -1.643 1.149 -5.504
C 4.823 -3.417 1.806
C 2.702 1.447 1.093
O -2.367 3.350 3.220
F -2.053 2.292 5.759
H -3.219 1.450 -3.135
H -1.924 -1.324 -5.185
C -3.328 -4.203 0.171
F -3.337 1.056 4.455
C -3.944 -4.621 1.359
H 6.964 -3.515 1.547
C -2.341 2.522 -0.538
H -1.826 3.427 -0.890
C -2.226 -2.410 1.372
C -3.714 2.525 -0.298
H -4.610 -5.484 1.355
H 4.707 -4.486 1.996
C -3.571 0.308 0.673
H 1.541 1.825 -2.847
H -2.650 -2.287 3.488
C 5.105 -0.657 1.351
H 2.434 -0.337 3.905
H -0.452 1.409 -0.397
H -4.078 -0.527 1.169
C 6.222 -1.495 1.321
C -2.132 -0.466 -3.223
C 3.454 2.994 -0.618
C 1.368 -0.934 0.236
C -2.843 -2.838 2.566
H 3.225 5.093 -0.143
H -1.438 -2.369 -3.893
H 0.445 2.048 -5.269
H -4.318 3.416 -0.502
C 3.078 4.066 0.199
H 3.908 3.165 -1.598
H 3.491 0.845 -0.838
C -2.066 1.528 4.633

=====

18
Properties=species:S:1:pos:R:3 method="wB97M-V/def2-TZVPD" total_charge=-1 multiplicity=1 homo_energy_ev=-3.44 energy_ev=-10927.962 lumo_energy_ev=2.75
H -2.974 2.462 -0.262
N -1.006 2.049 -0.326
O 2.687 0.180 -0.018
O -2.664 0.603 -1.074
C -2.245 1.688 -0.582
H -0.170 0.604 1.664
C -0.349 -0.003 0.764
C 0.490 -2.019 -0.336
C -0.059 0.924 -0.405
H -1.407 -0.267 0.869
H 0.029 0.383 -1.361
C 0.504 -1.234 0.827
H 0.922 1.381 -0.339
H -0.348 -1.840 -1.001
H 1.430 -1.166 -0.066
H 0.798 -1.422 1.850
H 3.481 0.704 0.059
H 0.882 -3.026 -0.265

=====

21
Properties=species:S:1:pos:R:3 method="wB97M-V/def2-TZVPD" multiplicity=1 homo_energy_ev=-7.24 energy_ev=-9961.889 lumo_energy_ev=-3.58
H -1.191 -0.501 -1.750
H -3.367 0.107 2.784
C 0.831 -0.596 0.340
H -3.330 0.805 -1.364
H 1.028 1.469 1.081
H -0.992 0.069 1.227
H 3.408 -0.153 -0.499
H 1.859 0.165 2.099
O -3.060 0.105 1.865
C -0.623 -0.308 0.272
H 1.412 0.469 -1.181
N 1.389 -0.553 -1.127
H 3.218 -0.971 -2.089
C -2.495 0.932 -0.676
C 1.421 0.449 1.145
C -1.447 -0.080 -0.783
H 2.972 -1.794 -0.476
H -2.065 1.918 -0.850
H -2.865 0.975 0.381
H 1.056 -1.612 0.679
C 2.841 -0.895 -1.078

=====

50
Properties=species:S:1:pos:R:3 method="wB97M-V/def2-TZVPD" total_charge=+1 multiplicity=2 homo_energy_ev="-10.71 / -10.62" energy_ev=-70551.363 lumo_energy_ev="-4.32 / -4.33"
C -0.436 3.975 1.049
H 1.434 -0.068 -4.587
C -2.206 -0.106 2.469
C -0.137 -3.258 -2.626
H 1.766 -3.851 -1.854
H -0.300 6.226 -0.958
C -3.710 -1.790 3.334
H 3.114 0.661 -0.068
S -0.505 5.672 1.384
C 3.206 -0.068 -3.364
C -3.087 -2.733 2.524
H 0.283 7.484 0.151
C 1.847 0.071 -3.597
H 2.793 -2.933 0.199
C 0.276 6.415 -0.056
H -3.714 0.267 3.924
H -1.988 -2.345 -3.253
H 2.807 -1.237 1.950
I 5.691 -0.033 -1.612
C 0.885 -3.241 -1.702
I -2.699 -0.030 -1.296
C 1.937 -2.286 0.345
C 1.946 -1.344 1.301
H -3.389 -3.769 2.510
H -0.052 0.516 -2.695
H 1.297 6.063 -0.175
Ru 0.155 1.123 0.297
N -1.032 3.265 1.969
C -1.231 -2.401 -2.483
C 0.814 -2.422 -0.566
H -1.506 -3.018 1.101
H 3.885 -0.326 -4.166
C -1.855 1.298 2.507
H 0.673 -0.185 2.589
C -0.335 -1.640 -0.362
H -0.073 -3.899 -3.496
C 0.784 -0.500 1.554
S 0.355 3.355 -0.361
C -0.426 -0.785 0.835
C 3.676 0.147 -2.079
C -1.304 -1.593 -1.369
N -1.623 -1.044 1.682
H -2.406 1.901 3.220
C -3.257 -0.492 3.306
H -4.532 -2.069 3.979
C 2.778 0.474 -1.077
N -1.028 1.914 1.736
C 1.012 0.392 -2.546
N 1.464 0.574 -1.299
C -2.046 -2.328 1.731

=====

80
Properties=species:S:1:pos:R:3 method="wB97M-V/def2-TZVPD" total_charge=-1 multiplicity=1 homo_energy_ev=-5.44 energy_ev=-66902.512 lumo_energy_ev=2.10
C 0.137 -1.339 -0.302
O -2.178 0.930 -3.577
C 8.351 1.086 1.842
H -3.205 -7.651 2.387
C -0.802 -9.967 2.979
C -2.216 -8.085 2.474
C 5.643 1.613 1.498
C 0.114 2.753 0.691
H 1.311 -9.631 2.789
H 6.186 3.686 1.628
C 1.405 -1.894 -0.186
C -4.230 2.354 1.610
C -4.037 4.443 -3.565
H 9.406 0.881 1.981
C -0.986 -2.106 -0.018
C 6.542 2.662 1.646
H 2.541 -3.653 0.296
H -4.148 3.532 -2.914
C 6.099 0.300 1.516
H 0.641 2.401 2.863
H 8.597 3.218 1.929
C 7.453 0.037 1.690
H -3.456 2.990 -0.291
H 1.052 -7.272 2.091
C -2.070 -9.409 2.871
H -0.933 2.388 0.868
C 0.538 3.237 -0.637
H -0.679 5.802 -3.686
C 0.999 2.743 1.860
O -0.780 4.621 -1.929
H -6.005 -0.485 2.142
C 0.176 -7.873 2.307
H 2.281 -1.293 -0.402
H 4.587 1.817 1.369
H -1.976 -1.672 -0.106
H -4.323 1.017 -1.505
H -2.946 -10.007 3.095
C 2.792 3.717 0.331
C -0.166 2.824 -3.244
C 1.551 -3.219 0.207
H 3.046 3.270 2.534
C 0.428 -3.989 0.486
B -1.360 4.898 -3.267
H 7.808 -0.987 1.706
C -4.945 1.377 2.294
H 0.852 3.114 -3.639
O 0.174 -0.101 -3.196
H -1.206 -6.286 1.878
C -2.924 5.355 -2.944
F -3.126 5.288 -1.536
C 2.362 3.249 1.654
H 2.238 4.104 -1.840
C 0.322 -9.197 2.700
P -0.712 1.133 -3.873
H -3.844 3.216 2.142
H 5.399 -0.518 1.394
F -5.274 5.135 -3.437
F -3.836 4.107 -4.887
C -5.443 0.275 1.610
H 3.824 4.127 0.167
H -0.688 -11.001 3.282
H -5.114 1.475 3.360
C -5.220 0.145 0.243
C -0.558 3.216 -1.745
F -3.062 6.717 -3.273
C 7.896 2.399 1.816
H -1.435 1.352 -5.916
O -0.579 1.062 -5.541
H -5.607 -0.717 -0.290
C 1.899 3.730 -0.841
H 0.023 -0.307 -0.614
C -4.011 2.226 0.244
H -1.717 -4.029 0.602
H -1.452 2.564 -1.543
C -4.501 1.119 -0.440
H -0.419 -0.879 -3.275
O -1.111 3.634 -3.966
H 0.541 -5.024 0.789
C -0.840 -3.431 0.378
C -1.093 -7.318 2.190

=====

89
Properties=species:S:1:pos:R:3 method="wB97M-V/def2-TZVPD" total_charge=-1 multiplicity=2 homo_energy_ev="-3.58 / -3.67" energy_ev=-179514.023 lumo_energy_ev="1.67 / 1.59"
H 1.975 0.040 -5.669
C 2.085 4.504 1.673
C -1.027 -2.462 -5.580
H 1.430 1.117 2.306
H 2.414 2.897 -0.341
H 3.597 -8.258 1.540
H 5.432 -7.098 -1.910
C -0.512 -2.002 -6.790
C 4.303 -5.520 -0.982
C 3.781 -7.453 0.838
H -1.374 -0.976 -0.185
C 1.038 -2.474 1.032
C 4.737 0.005 -0.824
H 2.170 4.973 0.700
C 2.855 -3.878 0.234
C 1.154 -0.662 -5.654
H -4.921 -4.509 -0.042
H -0.799 5.019 0.253
N -0.285 -1.158 2.499
C 3.457 -2.703 -0.241
C 4.807 -6.804 -1.073
H 5.412 -0.825 -0.985
Cl -2.417 2.074 -2.916
N 2.593 0.848 -0.237
H -2.867 -1.985 4.463
N 0.064 -1.422 -2.221
H 2.622 -6.014 1.908
C 3.095 2.065 -0.451
N -5.365 -1.971 0.361
C -3.760 -0.391 0.410
H -1.871 -3.140 -5.548
C -0.010 3.496 3.785
C 0.646 1.418 1.600
H 0.012 4.527 4.128
O -1.647 -2.929 -2.544
H -1.813 4.640 1.651
C -0.761 -2.185 -2.969
C 0.558 -1.120 -6.825
H -5.820 0.008 0.731
H -1.657 3.490 0.327
Cl 0.136 2.182 -4.268
H 2.021 5.287 2.423
H -0.905 -4.390 1.812
C -0.120 -2.349 1.913
H 2.987 3.930 1.868
H 4.433 -2.733 -0.703
C -0.973 -3.412 2.267
O -0.156 1.427 -1.168
H 0.933 -0.768 -7.778
S -2.958 1.040 0.581
H 4.810 3.218 -1.027
C 3.220 -6.208 1.029
O 1.807 -0.001 -2.645
H 0.692 2.924 4.387
H -0.972 -2.320 -7.718
Ge 0.431 3.366 1.812
C -3.976 -3.977 -0.103
N -5.088 -0.654 0.538
H -1.361 -0.035 3.826
O 0.627 3.504 -1.209
C 3.468 -5.190 0.096
C 0.632 -1.106 -4.461
C -2.080 -2.079 3.727
H -0.304 1.038 1.978
C 3.428 -0.212 -0.401
N -1.867 -1.870 -0.029
H -1.731 -2.460 -0.874
V 0.818 0.331 -0.125
C -0.838 2.851 -2.946
N 1.596 -1.346 0.517
C 4.402 2.233 -0.857
H 1.135 -4.589 1.295
C -0.048 2.577 -1.644
N -1.929 -3.276 3.160
H -1.003 3.097 3.975
C -4.216 -2.537 0.127
H -3.512 -4.130 -1.078
N -3.210 -1.615 0.134
C 2.823 -1.483 -0.062
N 5.235 1.206 -1.054
C -0.441 -1.994 -4.423
H 4.527 -4.794 -1.750
N 4.562 -7.763 -0.190
H -0.960 3.920 -3.132
H -3.293 -4.344 0.663
C 1.628 -3.722 0.885
C -1.127 4.228 0.918
C 0.928 -0.763 -3.031
C -1.253 -1.020 3.386